1.
Molecular formula: C26H42N2O13SSe2SiSn
Method: DFT, ωB97M-V with the def2-TZVPD basis set

Last column: Mulliken charge in e.
Atoms and positions in Å:
Sn (-3.502, 0.107, -2.005)  -0.95
O (-3.928, 4.209, -1.993)  -0.62
C (-3.743, 3.077, -1.617)  0.58
O (-3.587, 2.033, -2.497)  -0.53
C (-3.515, 2.886, -0.124)  0.04
C (-3.735, 4.035, 0.667)  -0.24
C (-3.335, 4.102, 1.937)  -0.30
C (-2.570, 3.136, 2.589)  -0.52
C (-2.393, 2.005, 1.787)  -0.39
C (-2.979, 1.708, 0.495)  0.99
O (-2.911, 0.490, -0.020)  -0.65
N (-1.540, 0.970, 2.405)  1.08
O (-1.670, -0.185, 2.056)  -0.55
O (-0.744, 1.361, 3.316)  -0.61
N (-3.599, 5.312, 2.631)  0.96
O (-4.468, 6.053, 2.199)  -0.67
O (-2.915, 5.478, 3.696)  -0.67
H (-4.199, 4.947, 0.207)  0.45
H (-2.113, 3.154, 3.561)  0.62
O (-5.610, -4.899, -3.297)  -0.56
C (-4.570, -4.000, -3.649)  -1.17
C (-5.166, -2.651, -4.259)  2.56
C (-6.022, -2.976, -5.599)  -1.19
O (-6.407, -1.800, -6.298)  -0.54
C (-4.046, -1.656, -4.700)  -1.86
Se (-2.343, -1.455, -3.572)  0.28
C (-6.184, -1.982, -3.286)  -1.40
Se (-5.808, -0.785, -1.759)  -0.16
H (-5.585, -5.641, -3.954)  0.34
H (-3.856, -4.383, -4.401)  0.50
H (-4.044, -3.700, -2.763)  0.29
H (-6.903, -3.504, -5.226)  0.40
H (-5.463, -3.708, -6.198)  0.42
H (-5.707, -1.637, -6.988)  0.35
H (-4.483, -0.682, -4.929)  0.56
H (-3.617, -2.051, -5.617)  0.48
H (-6.765, -2.759, -2.838)  0.34
H (-6.763, -1.320, -3.961)  0.44
C (4.239, -2.527, -0.703)  -1.55
C (4.917, -1.175, -0.516)  1.83
C (5.108, -0.514, -1.832)  -1.79
C (6.166, -1.326, 0.358)  -1.62
O (3.952, -0.341, 0.201)  0.16
Si (2.939, -0.268, 1.437)  -0.91
S (1.534, -1.976, 1.577)  -0.69
O (2.032, 1.125, 1.374)  0.69
C (2.112, 2.459, 0.822)  1.75
C (1.261, 3.316, 1.727)  -1.19
C (3.583, 2.849, 0.835)  -1.50
C (1.574, 2.441, -0.562)  -1.44
O (3.786, -0.397, 2.825)  0.15
C (3.555, -0.423, 4.289)  1.92
C (2.285, 0.422, 4.535)  -1.50
C (3.640, -1.862, 4.736)  -1.66
C (4.809, 0.278, 4.874)  -1.74
H (4.886, -3.278, -1.219)  0.47
H (3.305, -2.461, -1.327)  0.23
H (4.020, -2.871, 0.271)  0.34
H (5.553, -1.249, -2.531)  0.39
H (5.753, 0.302, -1.748)  0.42
H (4.105, -0.306, -2.217)  0.36
H (6.907, -2.022, -0.159)  0.33
H (5.991, -1.721, 1.345)  0.24
H (6.621, -0.354, 0.494)  0.37
H (1.516, 3.127, 2.764)  0.19
H (0.202, 3.040, 1.525)  0.07
H (1.310, 4.337, 1.467)  0.51
H (3.994, 2.815, 1.835)  0.29
H (3.658, 3.906, 0.440)  0.43
H (4.268, 2.209, 0.201)  0.08
H (0.612, 1.875, -0.615)  0.20
H (2.325, 1.947, -1.226)  0.18
H (1.450, 3.456, -1.029)  0.40
H (1.378, 0.157, 4.002)  0.32
H (2.513, 1.420, 4.264)  0.14
H (1.930, 0.351, 5.529)  0.57
H (2.679, -2.493, 4.742)  0.27
H (4.107, -1.925, 5.674)  0.52
H (4.238, -2.452, 4.064)  0.28
H (4.816, 1.209, 4.305)  0.37
H (5.709, -0.297, 4.743)  0.37
H (4.726, 0.564, 5.902)  0.42
C (-0.198, -2.750, -0.535)  -1.14
C (0.934, -1.805, -0.122)  1.12
O (1.415, -1.061, -0.983)  -0.57
H (-0.146, -2.924, -1.631)  0.20
H (-1.156, -2.395, -0.149)  0.23
H (-0.134, -3.723, -0.045)  0.37

* highest occupied orbital energy (spin up / spin down): 1.491 / 1.489 eV
* total charge: -2
* LUMO energy (spin up / spin down): 3.57 / 3.57 eV
* F_max: 4.700 eV Å⁻¹
* frontier orbital gap (spin up / spin down): 2.076 / 2.077 eV
* ΔE to the lowest compared entry with this formula, charge and spin: 121.6 kcal per mole

=====

2.
Molecular formula: C26H42N3W
Method: DFT, ωB97M-V with the def2-TZVPD basis set

Last column: Mulliken charge in e.
Atoms and positions in Å:
C (-1.294, 0.313, 1.828)  0.31
C (-1.927, -0.702, 1.058)  1.50
C (-2.461, -0.088, -0.141)  0.14
C (-2.142, 1.290, -0.102)  0.64
C (-1.337, 1.531, 1.070)  0.50
W (-0.199, 0.012, -0.305)  1.86
C (0.396, 0.450, -3.298)  0.92
C (0.924, 0.983, -2.076)  -1.08
H (2.017, 0.996, -1.982)  0.48
C (0.247, 1.967, -1.319)  -0.94
H (-0.574, 2.563, -1.782)  0.54
H (0.803, 2.647, -0.610)  -0.07
C (1.385, -0.102, -4.296)  -1.46
H (2.146, -0.751, -3.861)  0.35
H (0.946, -0.669, -5.103)  0.37
H (1.910, 0.716, -4.729)  0.48
C (-0.957, 0.827, -3.805)  -1.43
H (-1.775, 0.645, -3.126)  0.01
H (-0.971, 1.853, -4.075)  0.49
H (-1.241, 0.282, -4.697)  0.47
C (-2.226, -2.098, 1.494)  -1.37
H (-1.502, -2.465, 2.226)  0.43
H (-3.225, -2.152, 1.940)  0.35
H (-2.207, -2.789, 0.645)  0.27
C (-3.318, -0.777, -1.165)  -0.90
H (-2.865, -1.744, -1.467)  0.27
H (-4.309, -0.985, -0.757)  0.37
H (-3.428, -0.176, -2.067)  0.41
C (-2.789, 2.335, -0.955)  -1.75
H (-2.842, 2.036, -2.008)  0.40
H (-3.827, 2.502, -0.623)  0.35
H (-2.277, 3.303, -0.896)  0.42
C (-0.995, 2.884, 1.614)  -2.00
H (-0.779, 3.608, 0.818)  0.40
H (-1.833, 3.295, 2.205)  0.31
H (-0.123, 2.848, 2.282)  0.31
C (-1.011, 0.247, 3.287)  -1.72
H (-0.086, 0.775, 3.563)  0.15
H (-1.827, 0.721, 3.857)  0.39
H (-0.938, -0.788, 3.650)  0.38
C (-0.979, -1.919, -1.037)  -0.07
C (-0.338, -1.577, -2.521)  0.15
C (-0.840, -3.305, -0.945)  -0.89
C (-0.885, -2.403, -3.537)  -0.53
H (0.874, -1.082, -2.377)  0.59
C (-1.326, -4.130, -1.896)  -0.60
H (-0.472, -3.888, -0.137)  0.51
C (-1.521, -3.619, -3.207)  -0.75
H (-0.898, -1.975, -4.596)  0.09
H (-1.658, -5.130, -1.863)  0.45
H (-2.088, -4.114, -4.055)  0.34
C (2.973, 2.597, 1.232)  -0.90
N (3.058, 1.398, 2.070)  0.03
C (4.251, 1.307, 2.907)  -1.36
C (2.235, 0.350, 1.827)  0.50
N (1.591, 0.307, 0.613)  -0.37
N (2.119, -0.665, 2.689)  0.28
C (2.417, -0.541, 4.126)  -1.27
C (1.530, -1.924, 2.228)  -1.73
H (3.691, 3.321, 1.629)  0.55
H (1.963, 3.032, 1.274)  0.15
H (3.234, 2.384, 0.181)  0.35
H (4.055, 1.653, 3.931)  0.32
H (4.651, 0.285, 2.921)  0.39
H (5.017, 1.959, 2.472)  0.53
H (2.261, 0.688, -0.048)  -0.09
H (1.963, 0.375, 4.555)  0.42
H (1.969, -1.426, 4.602)  0.43
H (3.503, -0.555, 4.329)  0.38
H (0.433, -1.910, 2.314)  0.59
H (1.804, -2.100, 1.180)  0.35
H (1.926, -2.733, 2.850)  0.60

* spin multiplicity: 3
* highest occupied orbital energy (spin up / spin down): -8.506 / -9.272 eV
* total charge: +1
* LUMO energy (spin up / spin down): -3.04 / -3.11 eV
* F_max: 8.682 eV Å⁻¹
* frontier orbital gap (spin up / spin down): 5.470 / 6.167 eV
* ΔE to the lowest compared entry with this formula, charge and spin: 65.2 kcal per mole